No. 1
Formula: C21H27Cl2NO9
Source: the OMol25 dataset
Level of theory: ωB97M-V/def2-TZVPD

Its SMILES is C[C@@H](Cl)[C@H](Cl)c1cccc2c1C(=O)N(CC=O)C2=O.CCOC(=O)OC.CCOC(=O)OC. The value obtained for the gap between HOMO and LUMO is 9.172 eV. The value obtained for the HOMO energy is -10.050 eV. Its net charge is 0. Its largest force on an atom is 1.1 eV/A. The value obtained for the energy above the lowest of the compared OMol25 structures with the same formula, charge and spin is 0.0 kJ/mol.

Structure (XYZ):
```
60
C21H27Cl2NO9 (ωB97M-V/def2-TZVPD)
C -2.055 -2.612 -3.598
C -1.692 -1.217 -4.104
Cl -3.214 -0.381 -4.537
C -0.872 -0.488 -3.019
Cl -1.386 1.191 -2.651
C 0.621 -0.405 -3.283
C 1.236 -0.554 -4.519
C 2.624 -0.418 -4.671
C 3.438 -0.117 -3.601
C 2.825 0.039 -2.374
C 1.462 -0.121 -2.219
C 1.155 0.053 -0.772
O 0.144 -0.206 -0.172
N 2.335 0.529 -0.132
C 2.147 1.772 0.665
C 2.916 2.946 0.088
O 4.044 3.212 0.396
C 3.420 0.378 -1.050
O 4.580 0.431 -0.763
H -2.453 -2.547 -2.586
H -1.167 -3.247 -3.584
H -2.815 -3.066 -4.227
H -1.127 -1.290 -5.022
H -1.004 -1.026 -2.083
H 0.652 -0.759 -5.402
H 3.063 -0.544 -5.651
H 4.509 -0.004 -3.707
H 1.081 2.003 0.632
H 2.422 1.610 1.706
H 2.369 3.573 -0.640
C 2.070 -1.538 2.723
C 0.766 -2.290 2.556
O 0.974 -3.710 2.440
C 1.229 -4.343 3.582
O 1.272 -3.850 4.678
O 1.439 -5.631 3.304
C 1.780 -6.431 4.439
H 2.743 -1.778 1.898
H 1.880 -0.465 2.718
H 2.575 -1.802 3.652
H 0.288 -2.002 1.623
H 0.073 -2.090 3.373
H 1.035 -6.325 5.224
H 2.758 -6.148 4.822
H 1.804 -7.456 4.081
C -2.717 1.578 1.452
C -3.240 2.341 0.256
O -4.202 3.344 0.627
C -3.689 4.452 1.152
O -2.518 4.693 1.306
O -4.695 5.258 1.489
C -4.291 6.477 2.120
H -3.544 1.142 2.015
H -2.056 0.778 1.118
H -2.158 2.232 2.120
H -3.777 1.677 -0.418
H -2.431 2.807 -0.306
H -3.566 7.007 1.507
H -3.863 6.273 3.100
H -5.195 7.068 2.226
```

No. 2
Formula: C6H12
Source: the OMol25 dataset
Level of theory: ωB97M-V/def2-TZVPD

The value obtained for the gap between HOMO and LUMO (alpha / beta) is 8.644 / 8.763 eV. The value obtained for the HOMO energy (alpha / beta) is -9.374 / -9.478 eV. Its net charge is 0. Its largest force on an atom is 0.4 eV/A. The value obtained for the energy above the lowest of the compared OMol25 structures with the same formula, charge and spin is 543.2 kJ/mol.

Structure (XYZ):
```
18
C6H12 (ωB97M-V/def2-TZVPD)
C -1.117 0.671 1.060
C -1.252 -0.711 0.426
C 0.082 -1.476 0.384
C 1.045 -0.892 -0.613
C 2.103 -0.146 -0.306
C 0.165 2.292 -1.252
H -0.341 1.281 0.569
H -0.819 0.589 2.113
H -2.059 1.229 1.020
H -1.984 -1.299 0.993
H -1.650 -0.620 -0.595
H -0.113 -2.526 0.131
H 0.535 -1.465 1.384
H 0.818 -1.083 -1.664
H 2.364 0.071 0.728
H 2.749 0.278 -1.071
H 0.424 1.501 -1.990
H -0.948 2.307 -1.318
```

No. 3
Formula: C3H5N3O3
Source: the OMol25 dataset
Level of theory: ωB97M-V/def2-TZVPD

Its SMILES is Nc1o/c(=N\O)[nH]c1O. The value obtained for the gap between HOMO and LUMO is 8.114 eV. The value obtained for the HOMO energy is -7.814 eV. Its net charge is 0. Its largest force on an atom is 5.2 eV/A. The value obtained for the energy above the lowest of the compared OMol25 structures with the same formula, charge and spin is 518.4 kJ/mol.

Structure (XYZ):
```
14
C3H5N3O3 (ωB97M-V/def2-TZVPD)
N 0.645 -0.845 -1.962
C 0.296 -0.119 -0.771
O 0.941 0.391 0.292
C -0.085 0.664 1.304
N 0.167 0.705 2.664
O 1.594 0.961 2.846
N -1.299 0.508 0.680
C -0.994 -0.084 -0.543
O -2.062 -0.569 -1.292
H 1.168 -1.678 -1.827
H 1.423 -0.288 -2.472
H 2.151 0.276 2.265
H -2.339 0.559 1.074
H -1.606 -0.481 -2.260
```